[1]
Computed, not measured: a structure of composition C25H45NP2SeW, with wB97M-V/def2-TZVPD.

- 2S+1 = 3
- net charge = +2
- Kohn-Sham gap (spin up / spin down) (eV) = 6.76 / 6.82
- LUMO energy (spin up / spin down) (eV) = -6.708 / -6.963

Each line ends with the Löwdin charge.
Element x y z (Å)
W: -0.298045 0.058034 0.324788  1.423
C: -1.763652 1.628444 0.928170  -0.328
C: -2.271098 0.755416 -0.112413  -0.355
C: -2.019636 -0.487325 1.833509  -0.273
C: -1.764096 0.879813 2.143481  -0.224
C: -2.355673 -0.589529 0.436703  -0.346
C: -1.693735 3.108477 0.778993  -0.018
H: -1.298110 3.409336 -0.196445  0.078
H: -1.069118 3.571037 1.552508  0.064
H: -2.709248 3.525723 0.872396  0.124
C: -1.753942 1.505836 3.494028  0.020
H: -1.582789 2.588293 3.443538  0.086
H: -1.009138 1.068405 4.182404  0.060
H: -2.752827 1.365302 3.944920  0.127
C: -2.266092 -1.599394 2.797664  0.010
H: -3.333130 -1.569898 3.072158  0.123
H: -1.660721 -1.500298 3.713174  0.083
H: -2.071694 -2.590271 2.372384  0.078
C: -2.895538 -1.743840 -0.304143  -0.018
H: -3.953251 -1.595466 -0.569356  0.122
H: -2.818475 -2.680558 0.261675  0.085
H: -2.350358 -1.873063 -1.240847  0.040
C: -2.747788 1.178562 -1.425924  -0.010
H: -3.842785 1.324558 -1.440265  0.131
H: -2.520523 0.406300 -2.158639  0.047
H: -2.283110 2.118859 -1.750322  0.090
C: 1.525632 0.482193 -1.784666  -0.174
C: 0.418412 1.251962 -2.005087  -0.177
C: -0.148313 1.431478 -3.405975  -0.139
C: -1.003673 0.256513 -3.946689  -0.162
C: -0.969304 -0.992786 -3.105794  -0.134
C: 0.142070 -1.712382 -2.954185  -0.125
C: 1.453876 -1.353036 -3.606789  -0.149
C: 2.246145 -0.207038 -2.909446  -0.156
H: 0.675864 1.608214 -4.101748  0.122
H: -0.655342 0.005503 -4.956928  0.127
H: -0.762319 2.345054 -3.412817  0.118
H: 2.522131 0.530526 -3.669609  0.130
H: 2.072322 0.544256 -0.837642  0.029
H: 0.089607 2.019102 -1.272639  0.066
H: 3.188613 -0.616402 -2.539861  0.113
H: 2.081622 -2.255770 -3.630837  0.124
H: 0.111136 -2.722859 -2.528725  0.088
H: 1.273026 -1.066501 -4.656194  0.126
H: -2.041632 0.599902 -4.063518  0.115
H: -1.944106 -1.421131 -2.854922  0.100
P: 1.653464 2.052535 1.208551  0.838
C: 1.452955 2.877126 2.833941  -0.207
H: 2.311764 3.551143 2.986790  0.075
H: 1.421960 2.138918 3.651523  0.021
H: 0.529865 3.475943 2.843320  0.037
C: 3.246326 1.148193 1.370149  -0.223
H: 4.023508 1.853108 1.693226  0.071
H: 3.542190 0.709699 0.408376  0.037
H: 3.148443 0.346771 2.115435  0.036
C: 1.987669 3.427295 0.065274  -0.237
H: 2.190104 3.016432 -0.937241  0.044
H: 2.854893 3.988963 0.448708  0.069
H: 1.086944 4.065857 0.035935  0.053
P: 0.711730 -2.556680 0.510154  0.838
C: -0.259849 -3.920920 -0.229920  -0.247
H: 0.395169 -4.763645 -0.512793  0.074
H: -0.804742 -3.560325 -1.113908  0.016
H: -0.994389 -4.256195 0.524023  0.056
C: 2.297994 -2.438715 -0.393581  -0.237
H: 2.091753 -2.049374 -1.397080  -0.008
H: 2.806925 -3.411270 -0.470629  0.077
H: 2.957358 -1.729721 0.132056  0.051
C: 1.241446 -3.321014 2.104459  -0.232
H: 1.678005 -4.316005 1.918132  0.075
H: 0.367608 -3.431714 2.763123  0.049
H: 1.977330 -2.691336 2.627552  0.027
Se: 1.309741 -0.630611 4.860640  0.820
C: 0.917446 -0.344744 3.214204  -0.954
N: 0.665167 -0.219241 2.029538  -0.281

Forces on atoms 1 to 2 (eV/Å):
4.9 -0.9 2.0
-1.9 -0.2 -0.2

***

[2]
Computed, not measured: a structure of composition C25H46BN14O3STi, with wB97M-V/def2-TZVPD.

- relative energy (zero: lowest compared OMol25 entry of this formula, charge and spin) (eV) = 0.000
- 2S+1 = 2
- net charge = +2
- Kohn-Sham gap (spin up / spin down) (eV) = 7.51 / 7.64
- LUMO energy (spin up / spin down) (eV) = -5.597 / -5.701

Each line ends with the Löwdin charge.
Element x y z (Å)
Ti: 0.312486 0.297658 0.027493  0.870
N: 2.235742 -2.342741 1.379553  0.227
C: 2.609081 -1.111024 1.710922  -0.389
N: 3.795916 -0.936459 2.284612  0.196
C: 4.099049 0.312421 2.631003  -0.407
N: 5.307360 0.563757 3.123793  0.206
N: 3.241951 1.369788 2.544048  0.202
C: 2.104557 1.106699 1.971391  -0.277
N: 1.753071 -0.087028 1.425019  0.027
C: 1.014498 2.128157 2.044072  -0.204
C: 1.209942 3.347028 2.667822  0.019
C: 0.100960 4.136870 2.935140  -0.001
C: -1.159424 3.653562 2.613151  -0.004
C: -1.261904 2.435020 1.962174  -0.125
N: -0.195820 1.707453 1.630679  -0.024
H: 2.840409 -3.103094 1.649025  0.134
H: 1.311610 -2.532359 1.013692  0.077
H: 5.938911 -0.203134 3.285849  0.127
H: 5.519645 1.476452 3.487396  0.123
H: 2.208608 3.631623 2.965541  0.125
H: 0.214877 5.095361 3.420961  0.127
H: -2.052549 4.205914 2.864159  0.124
H: -2.224888 2.010789 1.706494  0.102
N: -2.876576 -2.168466 -0.754178  0.073
N: -3.465387 -2.296246 0.531809  -0.028
C: -2.930653 -1.786762 1.627147  -0.779
N: -3.621413 -1.935048 2.773548  0.101
S: -1.445190 -0.949955 1.729154  0.747
H: -3.324033 -2.867836 -1.341044  0.107
H: -1.891155 -2.446569 -0.660972  0.048
H: -4.414839 -2.642145 0.551824  0.165
H: -4.465619 -2.479991 2.833083  0.120
H: -3.201769 -1.610377 3.627362  0.098
C: 2.599489 3.907226 -1.023809  0.004
N: 2.993972 2.873829 -1.976615  -0.108
C: 3.908724 3.300800 -3.035955  -0.003
C: 2.610600 1.615069 -1.852349  -0.401
C: 3.207742 0.575984 -2.745965  0.048
O: 1.768041 1.286934 -0.960856  -0.115
H: 1.899187 4.606439 -1.483009  0.108
H: 2.145793 3.451301 -0.148690  0.072
H: 3.491843 4.453818 -0.721184  0.110
H: 3.785320 4.372118 -3.174693  0.104
H: 3.675117 2.804053 -3.973643  0.098
H: 4.945705 3.099035 -2.765551  0.111
H: 4.289442 0.692246 -2.800467  0.105
H: 2.807815 0.666313 -3.758074  0.114
H: 2.940987 -0.407679 -2.371287  0.077
C: 1.607774 -4.666710 -1.005569  -0.010
C: 0.509990 -3.856455 -1.682204  -0.442
C: -0.650659 -4.780371 -2.014853  -0.005
O: 0.041325 -2.879245 -0.705478  -0.027
B: 0.424689 -1.589342 -1.074428  -0.642
O: 1.040394 -1.629224 -2.306670  0.022
C: 1.003781 -2.963575 -2.878845  -0.443
C: 2.401534 -3.291348 -3.380474  0.000
C: 0.040441 -2.909991 -4.056907  -0.001
H: 1.208923 -5.102542 -0.089318  0.101
H: 2.470982 -4.053004 -0.752343  0.078
H: 1.941373 -5.481975 -1.644765  0.102
H: -0.997452 -5.262379 -1.100809  0.101
H: -0.329048 -5.562289 -2.701855  0.106
H: -1.486089 -4.255108 -2.472530  0.072
H: 3.152276 -3.153480 -2.605359  0.089
H: 2.648164 -2.635505 -4.214531  0.095
H: 2.456102 -4.318599 -3.737990  0.104
H: -0.958101 -2.599700 -3.748996  0.084
H: -0.033410 -3.876515 -4.553346  0.103
H: 0.405995 -2.184286 -4.782456  0.100
C: -0.884266 2.752667 -1.513215  -0.166
N: -1.127280 1.270200 -1.458986  -0.137
C: -2.595364 1.091013 -1.180115  -0.166
N: -3.424996 1.765736 -2.151163  -0.075
C: -3.114747 3.193334 -2.158134  -0.146
N: -1.705481 3.427580 -2.489741  -0.074
C: -1.436079 2.851915 -3.809421  -0.147
N: -1.728987 1.421206 -3.834488  -0.071
C: -0.911033 0.747919 -2.853642  -0.160
C: -3.137683 1.227721 -3.481210  -0.142
H: -1.097755 3.170248 -0.525612  0.119
H: 0.165864 2.913239 -1.757336  0.102
H: -2.806258 1.490553 -0.187026  0.106
H: -2.807263 0.018650 -1.190957  0.094
H: -3.325594 3.618716 -1.174820  0.133
H: -3.741541 3.691674 -2.896897  0.136
H: -0.382678 3.005767 -4.056040  0.130
H: -2.047277 3.360531 -4.554614  0.137
H: 0.145918 0.861916 -3.104747  0.126
H: -1.156357 -0.314681 -2.850196  0.114
H: -3.369449 0.162108 -3.499583  0.133
H: -3.761809 1.737424 -4.214708  0.136

Forces on atoms 1 to 2 (eV/Å):
-1.0 0.6 -1.0
0.1 0.0 0.1

***

[3]
Computed, not measured: a cluster of 7 separate species, C25H46BrF2N15O11 in total, with wB97M-V/def2-TZVPD.

- SMILES string = CCOCc1c(CCCN)c(F)c2c(c1[C@@H](Br)CC)C(=O)N(C(=O)NC(=O)F)C2=O.NC(N)=O.NC(N)=O.NC(N)=O.NC(N)=O.NC(N)=O.NC(N)=O
- Kohn-Sham gap (eV) = 8.47
- LUMO energy (eV) = -0.408

Each line ends with the Löwdin charge.
Element x y z (Å)
C: 3.799972 -0.603167 1.128093  -0.049
C: 2.830250 -0.033745 0.124464  -0.226
O: 1.535893 0.025918 0.712891  -0.197
C: 0.515082 0.266646 -0.259384  -0.119
C: 0.120685 -1.012305 -0.964573  -0.041
C: 0.321689 -1.123387 -2.347947  -0.072
C: 0.921038 -0.013458 -3.169678  -0.113
C: 0.197061 1.352132 -3.195483  -0.184
C: -1.317990 1.316237 -3.093980  -0.266
N: -1.874538 0.360532 -4.071928  0.028
C: 0.040615 -2.347210 -2.946121  -0.149
F: 0.252551 -2.512811 -4.245872  0.128
C: -0.410932 -3.409949 -2.200396  0.004
C: -0.628162 -3.276330 -0.836339  -0.021
C: -0.375715 -2.078853 -0.175192  -0.120
C: -0.563087 -1.878330 1.303170  -0.585
Br: -2.484477 -1.917000 1.722182  0.848
C: 0.248198 -2.830663 2.170229  -0.253
C: -0.163480 -2.880902 3.636576  -0.117
C: -1.125330 -4.596863 -0.347868  -0.327
O: -1.737082 -4.879344 0.633201  0.123
N: -0.799940 -5.570298 -1.392285  0.157
C: 0.286161 -6.421319 -1.175175  -0.447
O: 1.014928 -6.773006 -2.050896  0.172
N: 0.460992 -6.870117 0.177723  0.164
C: -0.302670 -8.014553 0.518064  -0.496
O: -1.473773 -8.141422 0.534881  0.200
F: 0.522629 -9.022101 0.823012  0.130
C: -0.730741 -4.779940 -2.629313  -0.307
O: -1.001444 -5.205898 -3.699747  0.207
H: 3.460626 -1.573747 1.478143  0.071
H: 4.766471 -0.747499 0.647817  0.081
H: 3.949754 0.074222 1.964029  0.081
H: 2.808503 -0.671794 -0.762388  0.123
H: 3.129337 0.969254 -0.188444  0.126
H: 0.887029 1.018347 -0.944527  0.086
H: -0.342903 0.692349 0.255147  0.144
H: 1.025502 -0.351470 -4.192384  0.109
H: 1.937677 0.121831 -2.796111  0.118
H: 0.417146 1.787807 -4.169327  0.111
H: 0.667960 2.001825 -2.468220  0.070
H: -1.668896 2.316126 -3.350172  0.108
H: -1.690283 1.149414 -2.081841  0.106
H: -2.585967 0.844945 -4.604053  0.055
H: -2.419416 -0.335462 -3.575714  0.062
H: -0.285834 -0.881867 1.598186  0.043
H: 0.236568 -3.831204 1.744729  0.084
H: 1.275423 -2.470510 2.125029  0.106
H: -0.993933 -3.558996 3.798433  0.062
H: 0.677112 -3.218474 4.240298  0.073
H: -0.412214 -1.878714 3.978845  0.058
H: 0.341794 -6.133592 0.862235  0.125
C: -5.172792 1.626344 -2.237930  -0.677
O: -4.798580 0.915083 -3.158370  0.012
N: -5.453431 2.959619 -2.419975  0.143
N: -5.346552 1.159305 -0.974025  0.168
H: -5.768681 3.561578 -1.684695  0.086
H: -5.343821 3.329522 -3.344456  0.096
H: -5.217821 0.171059 -0.823603  0.092
H: -5.661936 1.729049 -0.213447  0.095
C: 2.096082 4.526522 -0.806084  -0.659
O: 1.643700 3.395922 -0.700070  0.014
N: 1.372001 5.631089 -0.441140  0.153
N: 3.342287 4.765987 -1.295639  0.170
H: 1.716710 6.568199 -0.520392  0.091
H: 0.445066 5.479364 -0.091812  0.101
H: 3.897918 3.970633 -1.575561  0.060
H: 3.723002 5.687436 -1.393035  0.095
C: -5.740231 -3.443289 -0.191012  -0.680
O: -5.855404 -2.291052 0.196307  -0.002
N: -4.559093 -4.118756 -0.119738  0.157
N: -6.794526 -4.143490 -0.711892  0.147
H: -4.441580 -5.072618 -0.403602  0.097
H: -3.777450 -3.611534 0.260086  -0.011
H: -7.673956 -3.667210 -0.774993  0.099
H: -6.723374 -5.088971 -1.034117  0.090
C: 0.044409 1.762577 3.062942  -0.653
O: -0.363752 0.688969 3.483634  0.012
N: -0.436698 2.947208 3.559364  0.148
N: 0.990005 1.873797 2.092168  0.182
H: -0.133755 3.855207 3.259475  0.091
H: -1.174125 2.885945 4.232446  0.083
H: 1.369947 1.026885 1.690959  0.003
H: 1.314502 2.756144 1.743560  0.087
C: 6.395550 3.282528 -2.854917  -0.670
O: 5.360410 2.788491 -2.434581  0.008
N: 6.758984 3.196304 -4.166348  0.158
N: 7.265009 3.953392 -2.040624  0.155
H: 7.604870 3.587286 -4.533991  0.095
H: 6.137977 2.705772 -4.782358  0.108
H: 7.028046 4.016785 -1.068465  0.104
H: 8.121525 4.361735 -2.362250  0.094
C: 0.042481 4.976347 6.721797  -0.682
O: -0.020818 5.567845 5.655437  0.011
N: 0.343772 5.613844 7.893512  0.146
N: -0.185156 3.633365 6.816403  0.159
H: 0.400308 5.147119 8.777895  0.091
H: 0.514662 6.600245 7.847783  0.100
H: -0.399240 3.169898 5.953175  0.063
H: -0.146328 3.111261 7.670200  0.096

Forces on atoms 1 to 2 (eV/Å):
0.2 0.1 -0.2
0.3 -0.1 -0.1